Record 1
{
  "formula": "C7H18ClI2OP2Ru",
  "method": "ωB97M-V with the def2-TZVPD basis set",
  "lumo_ev": [-12.82, -15.74],
  "e_above_lowest_kj_mol": 31.2,
  "homo_ev": [-19.66, -20.92],
  "multiplicity": 5,
  "energy_ev": -59450.55661,
  "charge": 3,
  "orbital_gap_ev": [6.837, 5.175],
  "elements": ["I", "I", "Ru", "P", "C", "C", "H", "H", "H", "C", "H", "H", "H", "H", "H", "H", "C", "O", "Cl", "C", "P", "C", "C", "H", "H", "H", "H", "H", "H", "H", "H", "H"],
  "coordinates": [[-2.9192, 2.1564, -1.1502], [-0.0563, 0.2893, -3.1782], [-0.2029, 0.1975, -0.5581], [-1.3425, -1.7521, -0.1410], [-0.7898, -3.1459, -1.1789], [-1.1861, -2.4273, 1.5456], [-3.5077, -0.7572, 0.1799], [-3.6142, -2.5103, -0.2727], [-3.2527, -1.2386, -1.5034], [-3.1112, -1.5520, -0.4626], [-1.3514, -1.6225, 2.2734], [-1.9178, -3.2355, 1.6907], [-1.5297, -3.9571, -1.0932], [0.1937, -3.4838, -0.8193], [-0.1683, -2.8153, 1.6811], [-0.7026, -2.7972, -2.2182], [1.2786, -0.8916, -0.5747], [2.2530, -1.5422, -0.6273], [-1.1320, 0.7702, 1.6255], [2.7552, 1.7311, -0.8550], [1.2501, 1.8345, 0.1693], [1.9115, 1.6882, 1.8630], [0.5800, 3.5039, 0.0652], [3.3197, 0.8332, -0.5547], [3.3708, 2.6362, -0.6957], [2.4479, 1.6367, -1.9084], [2.1862, 2.6853, 2.2341], [1.1349, 1.2524, 2.5036], [2.7816, 1.0203, 1.8537], [1.1016, 4.1491, 0.7822], [0.7157, 3.8704, -0.9575], [-0.4962, 3.4738, 0.2818]],
  "forces_ev_per_a": [[0.28, -0.22, 0.36], [-0.01, -0.05, 0.46], [-1.54, 1.11, 0.10], [-1.04, -2.83, 0.63], [0.18, 0.55, -0.19], [0.26, 0.62, 0.07], [-0.11, -0.33, 0.12], [0.03, 0.26, -0.04], [-0.10, -0.31, 0.04], [0.10, 0.70, -0.21], [-0.10, -0.54, -0.06], [0.19, 0.21, -0.13], [0.27, 0.21, -0.07], [-0.34, -0.05, -0.17], [-0.23, -0.02, -0.01], [-0.10, -0.42, 0.20], [4.87, -3.05, -0.24], [-4.28, 2.65, 0.34], [-0.13, 0.06, -1.52], [-0.26, 0.03, -0.26], [2.51, 1.35, 0.85], [-0.47, -0.63, 0.02], [-0.59, -0.07, -0.57], [-0.08, 0.45, -0.14], [-0.22, -0.40, -0.12], [0.45, 0.24, 0.29], [-0.01, -0.30, -0.15], [0.46, 0.29, 0.12], [-0.14, 0.21, 0.07], [-0.16, -0.08, -0.17], [0.02, 0.11, 0.15], [0.27, 0.27, 0.21]]
}

***

Record 2
{
  "formula": "C22H27BrMgN4O2S",
  "method": "ωB97M-V with the def2-TZVPD basis set",
  "lumo_ev": 0.09,
  "e_above_lowest_kj_mol": 0.0,
  "homo_ev": -7.08,
  "energy_ev": -119635.19087,
  "charge": 0,
  "orbital_gap_ev": 7.175,
  "elements": ["Mg", "Br", "C", "C", "C", "C", "C", "N", "C", "O", "O", "H", "H", "H", "C", "N", "C", "C", "C", "N", "C", "C", "H", "H", "H", "H", "H", "H", "H", "H", "H", "H", "H", "H", "H", "H", "H", "H", "C", "C", "C", "C", "C", "C", "C", "C", "C", "S", "C", "N", "H", "H", "H", "H", "H", "H", "H", "H"],
  "coordinates": [[-0.1524, -0.4564, 0.3432], [0.8527, 3.1255, 2.5217], [-0.5876, 2.1073, 3.2364], [-1.1200, 2.4751, 4.4640], [-2.1788, 1.7198, 4.9463], [-2.6446, 0.6458, 4.2020], [-2.0267, 0.3787, 2.9947], [-1.0141, 1.1055, 2.5157], [-2.4673, -0.7873, 2.1371], [-3.2651, -1.5933, 2.5835], [-1.8728, -0.8410, 0.9956], [-0.7144, 3.3148, 5.0094], [-2.6329, 1.9688, 5.8968], [-3.4544, 0.0116, 4.5293], [-0.6693, -3.6381, 0.8481], [0.4057, -2.9644, 0.1016], [1.6903, -3.4824, 0.5812], [0.3088, -3.2397, -1.3288], [-0.8739, -2.5505, -1.9643], [-0.8030, -1.0796, -1.8654], [-2.1536, -0.5503, -2.1212], [0.1175, -0.5495, -2.8853], [-0.6639, -4.7195, 0.6499], [-1.6457, -3.2260, 0.6127], [-0.5113, -3.4801, 1.9140], [1.7519, -4.5666, 0.4056], [1.7997, -3.2856, 1.6443], [2.5108, -2.9845, 0.0685], [0.2355, -4.3220, -1.5178], [1.2350, -2.8986, -1.7970], [-1.7954, -2.8722, -1.4793], [-0.9438, -2.8474, -3.0175], [-2.5298, -0.8975, -3.0920], [-2.1257, 0.5351, -2.1390], [-2.8281, -0.8716, -1.3301], [-0.1952, -0.8612, -3.8900], [1.1331, -0.9046, -2.7090], [0.1317, 0.5377, -2.8483], [-1.8226, 2.4619, -0.5028], [-0.3710, 2.4293, -0.8934], [0.1411, 3.4469, -1.7339], [1.4512, 3.4223, -2.0922], [2.3233, 2.4494, -1.5475], [3.7051, 2.4183, -1.8402], [4.4937, 1.5072, -1.1977], [3.9551, 0.6425, -0.2257], [2.6126, 0.6373, 0.1069], [1.9957, -0.3087, 1.4521], [1.7671, 1.5212, -0.6456], [0.4038, 1.4745, -0.4215], [-2.4644, 2.6184, -1.3716], [-1.9810, 3.3054, 0.1738], [-2.1231, 1.5578, 0.0208], [-0.5281, 4.2171, -2.0962], [1.8545, 4.1680, -2.7687], [4.1174, 3.1292, -2.5463], [5.5550, 1.4650, -1.4125], [4.6116, -0.0186, 0.3254]],
  "forces_ev_per_a": [[0.42, -0.22, 0.00], [-0.03, 0.10, 0.08], [0.18, 0.23, 0.08], [-0.10, -0.06, 0.08], [0.08, 0.08, 0.00], [0.10, 0.08, 0.05], [-0.12, 0.08, 0.07], [-0.07, -0.10, -0.14], [0.39, -0.35, -0.08], [-0.12, 0.16, -0.13], [-0.80, -0.32, -0.01], [-0.03, -0.01, -0.01], [0.02, 0.01, 0.01], [-0.02, -0.01, 0.00], [0.07, -0.01, -0.05], [-0.18, -0.05, 0.13], [-0.05, 0.05, -0.03], [0.03, 0.05, 0.04], [-0.05, 0.10, 0.05], [-0.04, 0.11, 0.02], [0.11, -0.02, -0.04], [0.01, -0.12, 0.08], [0.02, -0.02, 0.01], [0.01, 0.01, -0.03], [0.00, 0.01, 0.01], [0.02, 0.00, 0.01], [-0.01, 0.02, 0.01], [0.00, 0.03, 0.00], [0.00, -0.02, 0.00], [0.01, -0.01, 0.00], [0.01, 0.02, 0.03], [-0.04, -0.01, -0.07], [0.00, -0.02, -0.01], [0.03, 0.03, -0.02], [0.02, 0.00, 0.01], [-0.01, -0.01, -0.01], [-0.02, 0.01, 0.02], [-0.02, 0.02, 0.02], [0.09, 0.03, 0.00], [0.06, -0.19, 0.05], [-0.10, 0.03, -0.01], [0.09, 0.04, -0.04], [-0.01, 0.02, -0.06], [-0.08, 0.07, 0.00], [0.01, -0.12, 0.07], [0.05, 0.03, 0.04], [-0.07, 0.02, 0.01], [0.26, 0.04, -0.33], [-0.31, -0.06, 0.19], [0.21, 0.36, -0.13], [0.01, 0.01, 0.02], [0.01, 0.00, 0.01], [0.01, -0.05, 0.00], [0.01, -0.02, 0.00], [-0.01, -0.02, 0.01], [-0.02, -0.02, 0.01], [-0.02, -0.01, 0.04], [0.03, 0.00, -0.02]]
}